Record 1
Here is 4 unconnected molecules or ions with the total composition C28H40BCl2O6P2Si from the Open Molecules 2025 dataset. Energies are from ωB97M-V with the def2-TZVPD basis set.

HOMO-LUMO gap	7.20	eV
maximum force	0.9	eV Å⁻¹
LUMO energy	2.03	eV
total charge	-1
DFT total energy	-94153.9618	eV

Element x y z (Å)
C (0.77, 4.94, -0.13)
C (-0.02, 3.92, -0.95)
Cl (-1.74, 3.91, -0.35)
C (0.60, 2.54, -0.85)
C (0.34, 1.57, -2.01)
C (-1.07, 0.92, -2.10)
C (-2.02, 0.87, -0.95)
O (-3.17, 1.15, -0.98)
Cl (-1.37, 0.22, 0.61)
O (0.47, 2.29, -3.24)
B (1.90, 2.27, -3.66)
P (2.83, 4.07, -3.73)
P (4.55, 3.76, -2.49)
O (5.41, 4.94, -2.35)
O (4.11, 3.21, -1.03)
O (5.28, 2.47, -3.13)
O (2.57, 1.39, -2.61)
C (1.50, 0.56, -2.19)
Si (2.10, -0.69, -0.92)
C (2.75, 0.09, 0.66)
C (3.55, -1.57, -1.74)
C (0.85, -2.05, -0.55)
H (1.48, 5.46, -0.77)
H (1.32, 4.46, 0.68)
H (0.11, 5.69, 0.30)
H (-0.06, 4.25, -1.98)
H (1.67, 2.70, -0.82)
H (0.32, 2.11, 0.11)
H (-1.62, 1.47, -2.86)
H (-0.93, -0.10, -2.48)
H (2.00, 1.77, -4.78)
H (2.10, 4.87, -2.83)
H (3.70, 2.34, -1.14)
H (5.70, 1.94, -2.44)
H (1.20, -0.06, -3.06)
H (3.22, -0.66, 1.29)
H (3.50, 0.86, 0.45)
H (1.95, 0.56, 1.24)
H (3.34, -1.67, -2.81)
H (4.49, -1.03, -1.63)
H (3.66, -2.59, -1.35)
H (0.90, -2.29, 0.52)
H (-0.18, -1.81, -0.82)
H (1.15, -2.95, -1.09)
C (0.33, -6.76, -0.42)
C (-0.31, -5.55, -0.20)
C (-0.60, -5.14, 1.10)
C (-0.26, -5.95, 2.17)
C (0.38, -7.17, 1.95)
C (0.67, -7.57, 0.66)
H (0.56, -7.08, -1.43)
H (-0.57, -4.91, -1.03)
H (-1.10, -4.20, 1.27)
H (-0.49, -5.64, 3.18)
H (0.65, -7.80, 2.79)
H (1.16, -8.52, 0.48)
C (-1.42, -7.42, 7.55)
C (-1.18, -8.41, 6.61)
C (-1.67, -8.27, 5.32)
C (-2.40, -7.14, 4.97)
C (-2.64, -6.15, 5.92)
C (-2.15, -6.30, 7.21)
H (-1.03, -7.53, 8.56)
H (-0.61, -9.29, 6.88)
H (-1.49, -9.05, 4.58)
H (-2.78, -7.03, 3.97)
H (-3.20, -5.27, 5.65)
H (-2.33, -5.52, 7.94)
C (-3.22, 7.05, -1.51)
C (-4.60, 7.08, -1.47)
C (-5.29, 8.16, -2.01)
C (-4.59, 9.20, -2.60)
C (-3.21, 9.17, -2.65)
C (-2.52, 8.09, -2.10)
H (-2.68, 6.20, -1.09)
H (-5.15, 6.26, -1.01)
H (-6.37, 8.19, -1.97)
H (-5.13, 10.04, -3.02)
H (-2.66, 9.98, -3.11)
H (-1.44, 8.07, -2.14)

These are the Mulliken partial charges, in e, on atoms 1 to 6: -1.281, 0.171, -0.335, -0.600, 1.549, -1.353


Record 2
Here is 2 unconnected molecules or ions with the total composition C6H10F3NO3S at a distorted geometry from the Open Molecules 2025 dataset. Energies are from ωB97M-V with the def2-TZVPD basis set.

HOMO-LUMO gap (alpha / beta)	7.35 / 9.07	eV
maximum force	5.1	eV Å⁻¹
LUMO energy (alpha / beta)	-1.87 / -0.60	eV
DFT total energy	-32995.0399	eV
relative energy (zero: lowest compared OMol25 entry of this formula, charge and spin)	419.2	kJ/mol

Element x y z (Å)
C (-1.65, 1.04, 0.79)
C (-0.54, 1.93, 0.16)
C (-0.84, 0.21, 1.81)
C (0.72, 0.98, 0.29)
C (2.13, 1.57, 0.60)
C (-0.08, -2.06, -0.22)
N (0.38, 0.00, 1.23)
O (1.41, -1.55, -2.41)
O (-0.89, -0.60, -2.37)
O (-0.53, -3.04, -2.86)
F (-1.31, -2.29, 0.26)
F (0.57, -3.22, -0.06)
F (-0.02, -4.22, -2.34)
S (0.06, -1.66, -2.05)
H (-2.50, 1.69, 1.13)
H (-1.98, 0.33, -0.06)
H (-0.89, 2.13, -0.83)
H (-0.33, 2.84, 0.71)
H (-0.70, 0.71, 2.76)
H (-1.31, -0.67, 2.03)
H (0.95, 0.31, -0.51)
H (2.37, 2.43, -0.15)
H (2.99, 0.97, 0.52)
H (1.97, 2.16, 1.58)

These are the Mulliken partial charges, in e, on atoms 1 to 6: -0.272, -0.708, -0.742, 0.967, -1.365, 0.486


Record 3
Here is 2 unconnected molecules or ions with the total composition C10H21N2 at a distorted geometry from the Open Molecules 2025 dataset. Energies are from ωB97M-V with the def2-TZVPD basis set.

HOMO-LUMO gap	10.03	eV
maximum force	4.5	eV Å⁻¹
LUMO energy	-2.83	eV
total charge	+1
DFT total energy	-13681.1567	eV
relative energy (zero: lowest compared OMol25 entry of this formula, charge and spin)	249.5	kJ/mol

Element x y z (Å)
C (1.58, -2.90, -0.53)
C (1.32, -1.72, 0.03)
C (-0.65, 0.60, 1.74)
C (-0.51, 1.95, 2.44)
C (-0.80, 1.48, -2.13)
C (-0.18, -0.71, -3.00)
C (1.59, 0.66, -1.94)
C (-1.23, -0.50, 3.78)
C (-0.13, -0.35, -0.56)
C (0.16, 0.30, -1.83)
N (-1.06, -0.41, 2.41)
N (-0.12, 0.60, 0.50)
H (2.44, -3.42, -0.35)
H (1.00, -3.41, -1.32)
H (1.92, -1.41, 0.84)
H (-0.97, 2.58, 1.75)
H (-1.00, 2.07, 3.38)
H (0.56, 1.98, 2.55)
H (-0.53, 2.06, -2.96)
H (-1.77, 1.07, -2.28)
H (-0.99, 2.07, -1.21)
H (0.19, -0.42, -3.90)
H (0.29, -1.59, -2.74)
H (-1.20, -0.81, -2.96)
H (2.14, -0.18, -1.61)
H (1.85, 1.47, -1.22)
H (1.90, 1.01, -2.93)
H (-0.46, -1.01, 4.16)
H (-1.14, 0.50, 4.14)
H (-2.26, -0.86, 3.99)
H (-1.05, -0.94, -0.54)
H (-1.15, -1.32, 1.98)
H (0.25, 1.56, 0.34)

These are the Mulliken partial charges, in e, on atoms 1 to 6: -0.649, -0.236, 0.876, -1.714, -1.529, -2.182


Record 4
Here is 2 unconnected molecules or ions with the total composition C8H6Br2N2O3 at a distorted geometry from the Open Molecules 2025 dataset. Energies are from ωB97M-V with the def2-TZVPD basis set.

HOMO-LUMO gap	8.91	eV
maximum force	3.8	eV Å⁻¹
LUMO energy	0.15	eV
DFT total energy	-157596.1637	eV
relative energy (zero: lowest compared OMol25 entry of this formula, charge and spin)	0.0	kJ/mol

Element x y z (Å)
O (1.83, -0.91, -2.12)
N (2.11, -0.19, -1.10)
O (2.10, 1.14, -1.32)
C (2.18, -0.54, 0.15)
Br (1.72, -2.34, 0.53)
Br (2.56, 0.67, 1.49)
H (2.21, 1.13, -2.26)
O (0.07, 4.16, 0.88)
C (-0.28, 3.12, 0.55)
N (-0.70, 2.18, -0.04)
C (-0.92, 0.81, 0.14)
C (-1.25, 0.00, -1.03)
C (-1.57, -1.33, -0.81)
C (-1.43, -1.86, 0.42)
C (-1.14, -1.12, 1.51)
C (-0.87, 0.21, 1.34)
H (-1.51, 0.60, -1.92)
H (-1.67, -2.02, -1.71)
H (-1.35, -2.91, 0.61)
H (-1.17, -1.65, 2.47)
H (-0.91, 0.85, 2.23)

These are the Mulliken partial charges, in e, on atoms 1 to 6: -0.697, 0.641, -0.333, 0.047, -0.007, -0.012


Record 5
Here is a gas-phase ion, C5H13NS (charge -1) at a distorted geometry from the Open Molecules 2025 dataset. Energies are from ωB97M-V with the def2-TZVPD basis set.

HOMO-LUMO gap (alpha / beta)	2.55 / 8.59	eV
maximum force	1.5	eV Å⁻¹
LUMO energy (alpha / beta)	3.50 / 3.53	eV
total charge	-1
DFT total energy	-17719.5465	eV
relative energy (zero: lowest compared OMol25 entry of this formula, charge and spin)	0.0	kJ/mol
2S+1	2
<S²>	0.751

Element x y z (Å)
C (0.43, -1.18, -0.56)
C (-0.29, -0.17, -1.40)
C (-1.40, 0.61, -0.74)
S (-2.52, -0.35, 0.33)
C (1.12, -0.50, 0.64)
N (1.77, 0.79, 0.29)
C (3.11, 0.91, 0.86)
H (1.17, -1.70, -1.17)
H (-0.34, -1.82, -0.13)
H (-0.61, -0.66, -2.32)
H (0.38, 0.63, -1.77)
H (-1.06, 1.46, -0.15)
H (-2.03, 1.02, -1.53)
H (-2.06, 0.09, 1.54)
H (0.34, -0.32, 1.38)
H (1.84, -1.14, 1.17)
H (1.22, 1.51, 0.76)
H (3.20, 0.71, 1.93)
H (3.48, 1.90, 0.65)
H (3.77, 0.20, 0.33)

These are the Mulliken partial charges, in e, on atoms 1 to 6: -0.778, -0.808, -1.902, -0.186, -0.915, 0.040


Record 6
Here is C8H7ClO3 in the gas phase at a distorted geometry from the Open Molecules 2025 dataset. Energies are from ωB97M-V with the def2-TZVPD basis set.

HOMO-LUMO gap	8.88	eV
maximum force	4.2	eV Å⁻¹
LUMO energy	-0.01	eV
DFT total energy	-27068.7123	eV
relative energy (zero: lowest compared OMol25 entry of this formula, charge and spin)	515.9	kJ/mol

Element x y z (Å)
C (1.90, -0.19, -0.61)
C (1.02, 0.28, 0.51)
Cl (1.31, 2.08, 0.46)
C (1.19, -0.45, 1.78)
O (1.90, -0.76, 2.63)
C (-0.22, -0.39, 1.15)
C (-1.27, 0.60, 1.65)
C (-2.02, 0.78, 0.55)
C (-1.54, -0.28, -0.43)
C (-1.10, -0.01, -1.69)
O (-0.45, -0.88, -2.49)
O (-0.88, -1.25, 0.32)
H (1.55, -1.26, -0.59)
H (2.92, 0.04, -0.55)
H (1.58, 0.38, -1.53)
H (-1.04, 0.82, 2.64)
H (-2.93, 1.33, 0.39)
H (-1.33, 0.91, -2.25)
H (-0.58, -1.74, -1.94)

These are the Mulliken partial charges, in e, on atoms 1 to 6: -1.405, 0.707, -0.222, -0.091, -0.448, 1.034


Record 7
Here is 3 unconnected molecules or ions with the total composition C4H7NO2 at a distorted geometry from the Open Molecules 2025 dataset. Energies are from ωB97M-V with the def2-TZVPD basis set.

HOMO-LUMO gap	9.79	eV
maximum force	1.4	eV Å⁻¹
LUMO energy	0.93	eV
DFT total energy	-9844.6222	eV
relative energy (zero: lowest compared OMol25 entry of this formula, charge and spin)	256.4	kJ/mol

Element x y z (Å)
O (1.69, 0.16, -0.43)
C (1.26, 1.00, 0.55)
C (1.24, 2.32, 0.40)
N (-1.12, -0.80, -0.64)
C (-2.37, -0.72, -0.79)
C (0.77, -2.57, 0.68)
O (0.15, -3.47, 0.98)
H (1.51, -0.75, -0.15)
H (0.91, 0.52, 1.47)
H (0.89, 2.96, 1.21)
H (1.58, 2.79, -0.52)
H (-0.63, -0.03, -1.10)
H (-2.89, 0.07, -1.34)
H (-3.00, -1.49, -0.33)

These are the Mulliken partial charges, in e, on atoms 1 to 6: -0.476, 0.109, -0.703, -0.330, -0.311, 0.068


Record 8
Here is 2 unconnected molecules or ions with the total composition C2H8N2 from the Open Molecules 2025 dataset. Energies are from ωB97M-V with the def2-TZVPD basis set.

HOMO-LUMO gap	9.90	eV
maximum force	0.8	eV Å⁻¹
LUMO energy	1.15	eV
DFT total energy	-5181.6723	eV
relative energy (zero: lowest compared OMol25 entry of this formula, charge and spin)	199.3	kJ/mol

Element x y z (Å)
C (0.69, 0.85, 1.14)
C (1.56, 0.24, 1.92)
H (0.26, 1.79, 1.48)
H (0.28, 0.41, 0.23)
H (1.83, 0.73, 2.86)
H (2.06, -0.72, 1.73)
N (-0.29, -0.37, -1.53)
N (-1.72, -0.56, -1.23)
H (0.10, -1.30, -1.60)
H (-0.31, 0.01, -2.46)
H (-1.95, 0.33, -0.80)
H (-1.78, -1.25, -0.47)

These are the Mulliken partial charges, in e, on atoms 1 to 6: -0.284, -0.534, 0.193, 0.225, 0.224, 0.241